Record 1
{
  "formula": "C14H9EuN3O4",
  "method": "ωB97M-V/def2-TZVPD",
  "e_tot_ev": -46635.69948,
  "multiplicity": 8,
  "homo_lumo_gap_ha": [0.22142, 0.22717],
  "largest_force_ev_per_a": 5.34,
  "total_charge": 2,
  "lumo_ev": [-8.35, -8.20],
  "relative_energy_ev": 0.046,
  "species": ["Eu", "O", "C", "C", "O", "C", "O", "C", "O", "H", "H", "N", "C", "C", "C", "C", "C", "C", "C", "N", "C", "C", "N", "C", "H", "H", "H", "H", "H", "H", "H"],
  "positions_angstrom": [[0.862, 0.625, -3.414], [3.991, -1.512, -2.898], [3.107, -0.861, -3.214], [-1.307, 2.051, -4.159], [-2.298, 2.629, -4.248], [-0.412, -1.569, -4.286], [-1.038, -2.536, -4.346], [2.300, 2.940, -3.271], [2.864, 3.901, -2.970], [1.700, 0.486, -5.757], [1.057, 0.907, -5.880], [0.207, -0.272, 7.446], [0.072, -0.292, 6.282], [-0.105, -0.321, 4.850], [0.954, -0.012, 3.989], [0.779, -0.033, 2.607], [-0.480, -0.367, 2.091], [-1.550, -0.688, 2.932], [-1.351, -0.659, 4.310], [-0.684, -0.366, 0.701], [-1.876, -0.675, 0.032], [-1.654, -0.500, -1.299], [-0.332, -0.109, -1.472], [0.219, -0.029, -0.253], [1.920, 0.248, 4.402], [1.612, 0.209, 1.950], [-2.532, -0.954, 2.527], [-2.175, -0.900, 4.976], [-2.768, -0.976, 0.541], [-2.323, -0.626, -2.134], [1.241, 0.260, -0.037]]
}

***

Record 2
{
  "formula": "C14H9F5I2LaO4STl",
  "method": "ωB97M-V/def2-TZVPD",
  "e_tot_ev": -68978.53197,
  "homo_lumo_gap_ha": [0.15944, 0.15946],
  "largest_force_ev_per_a": 7.31,
  "total_charge": 4,
  "lumo_ev": [-17.27, -17.27],
  "relative_energy_ev": 0.000,
  "species": ["I", "I", "Tl", "La", "S", "C", "C", "C", "C", "C", "C", "C", "C", "O", "O", "O", "O", "H", "H", "H", "H", "H", "H", "H", "H", "H", "F", "C", "C", "C", "F", "C", "F", "C", "F", "C", "F"],
  "positions_angstrom": [[-0.222, 3.062, 2.774], [-2.231, 3.600, 0.721], [-1.382, -0.047, -1.060], [0.707, 0.081, 1.696], [0.473, 1.751, -0.374], [3.218, -1.017, 0.959], [1.169, -2.756, 2.752], [2.005, 1.620, -1.588], [1.488, 2.566, -2.671], [2.454, 0.293, -2.207], [3.155, 2.198, -0.764], [-2.958, -1.763, -1.605], [-0.635, -0.083, -3.368], [1.136, -3.496, 3.640], [4.381, -1.152, 0.871], [-3.919, -2.239, -1.932], [-0.652, -0.126, -4.516], [2.276, 2.896, -3.381], [1.074, 3.448, -2.150], [0.640, 2.090, -3.207], [3.289, 0.505, -2.923], [1.655, -0.212, -2.774], [2.846, -0.435, -1.471], [4.014, 2.512, -1.399], [3.502, 1.476, 0.005], [2.766, 3.062, -0.209], [-0.542, -0.301, 3.725], [-1.568, -0.972, 2.834], [-1.992, -0.265, 1.722], [-3.173, -0.616, 1.071], [-3.918, 0.273, 0.265], [-3.749, -1.896, 1.331], [-4.944, -2.311, 0.731], [-3.161, -2.667, 2.397], [-3.547, -3.972, 2.558], [-2.045, -2.247, 3.191], [-1.611, -2.861, 4.359]]
}

***

Record 3
{
  "formula": "C14H9FN2S",
  "method": "ωB97M-V/def2-TZVPD",
  "e_tot_ev": -31187.14351,
  "homo_lumo_gap_ha": 0.32933,
  "largest_force_ev_per_a": 17.14,
  "total_charge": 0,
  "lumo_ev": 0.16,
  "species": ["F", "C", "C", "C", "C", "C", "C", "C", "C", "S", "C", "N", "C", "C", "C", "C", "N", "C", "H", "H", "H", "H", "H", "H", "H", "H", "H"],
  "positions_angstrom": [[-1.030, 2.232, -0.108], [-0.567, 2.297, 1.035], [-0.915, 3.331, 1.815], [-0.575, 3.589, 3.148], [0.256, 2.814, 3.570], [0.656, 1.654, 3.015], [0.133, 1.468, 1.775], [0.872, 0.398, 0.799], [2.057, -0.253, 0.989], [2.106, -1.597, -0.197], [0.701, -1.205, -0.646], [0.152, -0.072, -0.101], [-0.153, -1.727, -2.025], [0.583, -3.032, -2.439], [-0.059, -3.489, -3.606], [-1.437, -3.076, -3.828], [-2.082, -2.004, -3.432], [-1.390, -1.422, -2.322], [-1.670, -0.647, -2.012], [-1.917, -3.583, -4.649], [0.363, -4.348, -4.045], [1.483, -3.368, -1.911], [2.837, -0.209, 1.771], [1.373, 0.801, 3.570], [0.938, 2.839, 4.684], [-0.884, 4.365, 3.758], [-1.832, 4.247, 1.391]]
}

***

Record 4
{
  "formula": "C14H9I2N2OReSbSe4",
  "method": "ωB97M-V/def2-TZVPD",
  "e_tot_ev": -305916.34958,
  "homo_lumo_gap_ha": [0.14631, 0.14624],
  "largest_force_ev_per_a": 4.06,
  "total_charge": 3,
  "lumo_ev": [-12.34, -12.35],
  "relative_energy_ev": 0.000,
  "species": ["Re", "I", "C", "C", "C", "I", "C", "C", "C", "C", "N", "C", "C", "O", "H", "H", "H", "H", "Se", "Sb", "Se", "Se", "Se", "C", "C", "C", "N", "C", "C", "H", "H", "H", "H", "H"],
  "positions_angstrom": [[-0.709, -0.072, -0.449], [4.392, 0.091, -0.506], [3.095, -0.152, 1.043], [3.621, -0.211, 2.375], [2.819, -0.309, 3.483], [3.724, -0.346, 5.368], [1.388, -0.367, 3.242], [0.497, -0.337, 4.349], [-0.851, -0.262, 3.991], [-1.287, -0.262, 2.669], [-0.482, -0.277, 1.646], [0.884, -0.315, 1.933], [1.775, -0.353, 0.869], [1.140, -0.355, -0.328], [4.639, -0.259, 2.596], [0.760, -0.222, 5.381], [-1.509, -0.129, 4.822], [-2.396, -0.222, 2.501], [-4.547, 1.353, 2.430], [-5.175, 0.504, 0.445], [-2.645, -1.127, -0.319], [-0.889, 2.078, -0.108], [-6.199, 0.121, -1.561], [-0.026, 0.289, -5.336], [-1.222, 0.674, -4.713], [-1.395, 0.362, -3.375], [-0.397, -0.074, -2.591], [0.775, -0.466, -3.181], [0.962, -0.249, -4.557], [0.135, 0.485, -6.387], [-2.025, 1.176, -5.269], [-2.319, 0.601, -2.840], [1.572, -0.815, -2.650], [1.895, -0.553, -4.973]]
}

***

Record 5
{
  "formula": "C15H10F3N2O5S2",
  "method": "ωB97M-V/def2-TZVPD",
  "e_tot_ev": -58751.78647,
  "homo_lumo_gap_ha": 0.21274,
  "largest_force_ev_per_a": 3.67,
  "total_charge": -1,
  "lumo_ev": 1.36,
  "relative_energy_ev": 4.071,
  "species": ["C", "N", "O", "O", "C", "C", "C", "C", "C", "C", "H", "H", "H", "H", "H", "H", "F", "C", "F", "F", "S", "N", "C", "O", "C", "C", "C", "C", "C", "C", "S", "O", "O", "H", "H", "H", "H"],
  "positions_angstrom": [[0.432, -0.669, 2.929], [1.303, 0.466, 2.713], [2.524, 0.276, 2.609], [0.693, 1.397, 1.865], [-0.940, -0.282, 3.347], [-1.155, 1.025, 3.772], [-2.361, 1.364, 4.383], [-3.294, 0.364, 4.688], [-3.012, -0.974, 4.369], [-1.873, -1.289, 3.623], [0.888, -0.965, 3.899], [-0.345, 1.741, 3.721], [-2.507, 2.413, 4.643], [-4.240, 0.624, 5.184], [-3.663, -1.792, 4.681], [-1.623, -2.298, 3.293], [-0.133, 2.585, -0.554], [0.165, 1.270, -0.652], [-0.521, 0.727, -1.681], [1.504, 1.177, -0.877], [-0.248, 0.418, 0.811], [1.717, -2.802, -2.499], [0.578, -2.730, -1.733], [-0.586, -2.943, -2.094], [1.012, -2.380, -0.337], [2.373, -2.471, -0.202], [3.015, -2.271, 1.034], [2.252, -1.958, 2.135], [0.763, -1.968, 2.107], [0.206, -2.036, 0.732], [3.170, -2.672, -1.778], [3.962, -3.881, -1.764], [3.832, -1.445, -2.124], [4.100, -2.341, 1.124], [2.695, -1.845, 3.121], [0.340, -2.770, 2.748], [-0.881, -2.027, 0.579]]
}

***

Record 6
{
  "formula": "C15H11AuCl3F6GeI2N3O5S2",
  "method": "ωB97M-V/def2-TZVPD",
  "e_tot_ev": -182385.97905,
  "multiplicity": 2,
  "homo_lumo_gap_ha": [0.21162, 0.21079],
  "largest_force_ev_per_a": 1.53,
  "total_charge": 1,
  "lumo_ev": [-5.23, -5.38],
  "relative_energy_ev": 2.582,
  "species": ["Au", "I", "C", "C", "C", "I", "C", "O", "C", "C", "N", "C", "C", "C", "C", "C", "C", "N", "C", "H", "H", "H", "H", "H", "H", "H", "H", "H", "H", "H", "Cl", "Ge", "Cl", "Cl", "F", "C", "F", "F", "S", "O", "O", "N", "S", "O", "O", "C", "F", "F", "F"],
  "positions_angstrom": [[-0.982, -0.510, -0.014], [0.322, 5.618, -4.412], [-0.500, 4.196, -3.177], [-1.301, 4.589, -2.107], [-1.824, 3.627, -1.278], [-2.969, 4.171, 0.340], [-1.548, 2.211, -1.484], [-2.004, 1.404, -0.645], [-0.749, 1.833, -2.650], [-0.549, 0.405, -3.133], [0.200, -0.479, -2.234], [1.575, -0.107, -1.934], [1.703, 0.864, -0.764], [2.750, 1.777, -0.731], [2.897, 2.608, 0.365], [1.996, 2.508, 1.413], [0.976, 1.580, 1.313], [0.839, 0.786, 0.248], [-0.251, 2.835, -3.438], [-1.505, 5.635, -1.930], [-0.065, 0.471, -4.115], [-1.532, -0.049, -3.284], [0.130, -1.435, -2.550], [2.095, 0.325, -2.797], [2.107, -1.018, -1.652], [3.443, 1.825, -1.561], [3.704, 3.327, 0.401], [2.076, 3.130, 2.293], [0.246, 1.455, 2.103], [0.338, 2.575, -4.309], [-0.293, -4.230, -1.141], [-1.761, -3.450, 0.154], [-3.075, -4.956, 0.715], [-2.823, -1.998, -1.034], [2.586, -3.252, 3.499], [2.324, -2.962, 2.241], [2.806, -1.766, 1.943], [2.850, -3.872, 1.436], [0.500, -2.964, 1.935], [0.410, -2.336, 0.622], [0.006, -4.331, 1.934], [0.009, -2.052, 3.111], [-1.550, -1.771, 3.177], [-1.828, -0.571, 3.867], [-2.158, -1.960, 1.834], [-2.273, -3.179, 4.185], [-2.822, -4.073, 3.368], [-1.326, -3.757, 4.897], [-3.198, -2.679, 4.980]]
}